Below is C40H51Cl3GeIrN4 as an isolated structure in a non-equilibrium geometry, with properties calculated with ωB97M-V/def2-TZVPD.

Each line ends with the Mulliken spin population.
Atoms and positions in Å:
Ir (-1.417, -0.418, -1.169)  0.833
C (0.004, -3.058, -3.544)  0.007
C (1.419, -3.150, -2.991)  0.002
C (1.501, -3.837, -1.629)  -0.006
C (2.088, -1.779, -3.026)  -0.006
C (3.136, -1.671, -3.936)  0.000
C (3.888, -0.521, -4.071)  -0.001
C (3.618, 0.553, -3.253)  0.001
C (2.597, 0.511, -2.311)  0.006
C (2.424, 1.753, -1.448)  -0.004
C (2.011, 2.943, -2.322)  0.000
C (3.692, 2.120, -0.668)  0.000
C (1.797, -0.643, -2.223)  0.014
N (0.758, -0.616, -1.180)  0.007
C (1.192, -0.760, 0.019)  -0.035
C (0.215, -0.668, 1.164)  0.025
N (-1.007, -0.433, 0.890)  0.038
C (-2.001, -0.432, 1.944)  0.026
C (-2.194, 0.765, 2.648)  -0.002
C (-3.201, 0.814, 3.601)  0.004
C (-4.010, -0.282, 3.840)  -0.001
C (-3.781, -1.453, 3.149)  0.003
C (-2.765, -1.577, 2.199)  -0.013
C (-2.635, -2.987, 1.611)  0.000
C (-2.239, -3.952, 2.742)  0.005
C (-1.688, -3.247, 0.447)  0.030
C (-1.364, 2.018, 2.421)  -0.004
C (-2.268, 3.200, 2.037)  0.000
C (-0.529, 2.388, 3.651)  0.000
C (0.933, -1.002, 2.392)  -0.007
C (0.576, -1.167, 3.707)  0.002
C (1.578, -1.548, 4.630)  -0.001
C (2.875, -1.777, 4.243)  0.003
C (3.260, -1.651, 2.884)  -0.002
C (4.536, -1.928, 2.332)  0.000
C (4.745, -1.844, 0.978)  0.001
C (3.722, -1.459, 0.080)  -0.001
C (2.489, -1.136, 0.591)  -0.004
C (2.269, -1.251, 1.990)  0.005
H (-0.568, -3.974, -3.380)  0.000
H (0.012, -2.834, -4.612)  0.000
H (-0.507, -2.240, -3.060)  -0.005
H (1.991, -3.775, -3.679)  0.000
H (0.961, -3.298, -0.853)  0.003
H (2.539, -3.942, -1.309)  0.000
H (1.070, -4.837, -1.694)  0.000
H (3.371, -2.534, -4.546)  0.000
H (4.691, -0.471, -4.794)  0.000
H (4.229, 1.443, -3.329)  0.000
H (1.647, 1.561, -0.706)  0.001
H (2.838, 3.249, -2.963)  0.000
H (1.750, 3.805, -1.703)  0.000
H (1.174, 2.698, -2.983)  0.000
H (4.526, 2.317, -1.341)  0.000
H (3.992, 1.329, 0.017)  0.000
H (3.522, 3.024, -0.081)  0.000
H (-3.361, 1.727, 4.163)  0.000
H (-4.815, -0.222, 4.561)  0.000
H (-4.411, -2.313, 3.340)  0.000
H (-3.640, -3.253, 1.271)  -0.002
H (-1.266, -3.671, 3.154)  0.000
H (-2.160, -4.969, 2.358)  0.000
H (-2.961, -3.957, 3.556)  0.000
H (-0.646, -3.105, 0.734)  -0.019
H (-1.901, -2.631, -0.440)  0.025
H (-1.798, -4.282, 0.123)  0.005
H (-0.667, 1.832, 1.601)  0.003
H (-2.841, 3.549, 2.896)  0.000
H (-2.993, 2.915, 1.267)  0.000
H (-1.665, 4.048, 1.696)  0.000
H (-1.165, 2.508, 4.529)  0.000
H (-0.003, 3.331, 3.487)  0.000
H (0.216, 1.626, 3.875)  0.000
H (-0.442, -1.027, 4.045)  0.000
H (1.306, -1.671, 5.669)  0.000
H (3.611, -2.074, 4.980)  0.000
H (5.348, -2.226, 2.984)  0.000
H (5.721, -2.079, 0.577)  0.000
H (3.926, -1.441, -0.981)  0.000
Cl (-4.584, 0.036, -4.082)  -0.003
Ge (-3.357, -1.158, -2.732)  -0.019
Cl (-3.785, -0.117, -0.630)  -0.010
Cl (-4.439, -2.990, -2.501)  0.003
N (-2.191, 4.718, -1.573)  0.000
C (-0.789, 4.264, -1.280)  0.005
C (-0.808, 2.778, -0.953)  -0.003
N (-1.408, 1.941, -1.994)  0.089
C (-2.736, 2.457, -2.364)  -0.001
C (-2.750, 3.930, -2.728)  0.003
H (-2.218, 5.720, -1.767)  0.000
H (-2.770, 4.555, -0.743)  0.000
H (-0.401, 4.851, -0.449)  -0.001
H (-0.200, 4.478, -2.172)  -0.002
H (-1.381, 2.612, -0.042)  0.009
H (0.210, 2.457, -0.765)  -0.011
H (-0.818, 1.910, -2.823)  -0.001
H (-3.416, 2.280, -1.529)  0.000
H (-3.124, 1.891, -3.206)  0.007
H (-3.764, 4.276, -2.922)  0.001
H (-2.127, 4.156, -3.593)  0.000

Output
LUMO level (spin up / spin down), eV: -6.258 / -6.336
Multiplicity: 2
Orbital gap (spin up / spin down), eV: 6.981 / 7.009
F_max, hartree/bohr: 0.0274
Energy, a.u.: -5335.28963
E_HOMO (spin up / spin down), eV: -13.24 / -13.34
Net charge: +2

---

Below is C40H51CoO2SeSi as an isolated structure in a non-equilibrium geometry, with properties calculated with ωB97M-V/def2-TZVPD.

Each line ends with the Mulliken spin population.
Atoms and positions in Å:
Co (0.159, 0.582, -0.297)  2.639
C (4.603, 1.491, 5.484)  0.001
C (4.162, 2.723, 4.682)  0.000
C (5.376, 3.623, 4.427)  0.000
C (3.152, 3.518, 5.519)  0.001
C (3.537, 2.222, 3.389)  0.022
C (2.312, 1.567, 3.402)  -0.041
C (1.775, 1.076, 2.231)  -0.014
Se (0.093, 0.092, 2.290)  0.134
C (-1.299, 1.460, 2.168)  -0.007
C (-1.680, 2.133, 3.306)  -0.014
C (-2.770, 2.993, 3.265)  0.044
C (-3.464, 3.082, 2.065)  -0.040
C (-3.125, 2.403, 0.903)  0.065
C (-1.983, 1.570, 0.931)  -0.046
O (-1.534, 0.905, -0.102)  0.076
C (-4.029, 2.601, -0.315)  0.040
C (-3.547, 1.894, -1.582)  -0.011
C (-4.122, 4.102, -0.624)  -0.051
C (-5.432, 2.064, 0.008)  0.007
C (-3.236, 3.715, 4.515)  -0.004
C (-2.050, 4.345, 5.255)  0.001
C (-4.234, 4.826, 4.182)  0.000
C (-3.935, 2.686, 5.416)  0.001
C (2.442, 1.163, 0.988)  0.027
O (1.888, 0.662, -0.088)  0.159
C (3.698, 1.820, 0.973)  -0.019
C (4.195, 2.321, 2.165)  0.000
C (4.474, 1.927, -0.334)  -0.002
C (5.787, 2.700, -0.181)  0.000
C (4.811, 0.504, -0.804)  0.003
C (3.630, 2.644, -1.399)  0.040
H (5.126, 1.792, 6.390)  0.000
H (3.741, 0.893, 5.767)  0.000
H (5.267, 0.865, 4.893)  0.000
H (5.683, 4.093, 5.359)  0.000
H (6.221, 3.056, 4.043)  0.000
H (5.133, 4.413, 3.719)  0.000
H (3.548, 3.669, 6.521)  0.000
H (2.965, 4.491, 5.074)  0.001
H (2.204, 2.998, 5.602)  -0.001
H (1.749, 1.417, 4.312)  -0.002
H (-1.122, 1.962, 4.214)  -0.003
H (-4.337, 3.711, 2.031)  -0.001
H (-2.587, 2.292, -1.907)  0.035
H (-3.439, 0.827, -1.417)  0.002
H (-4.274, 2.042, -2.381)  -0.002
H (-3.118, 4.517, -0.713)  0.089
H (-4.656, 4.262, -1.558)  0.000
H (-4.648, 4.648, 0.153)  0.004
H (-5.400, 0.992, 0.180)  0.000
H (-5.845, 2.536, 0.894)  0.000
H (-6.101, 2.251, -0.829)  -0.002
H (-1.552, 5.072, 4.614)  0.001
H (-2.404, 4.852, 6.151)  0.000
H (-1.320, 3.600, 5.558)  0.000
H (-3.814, 5.507, 3.445)  0.000
H (-5.164, 4.414, 3.799)  0.000
H (-4.468, 5.394, 5.078)  0.000
H (-3.243, 1.915, 5.742)  -0.001
H (-4.349, 3.175, 6.294)  0.000
H (-4.747, 2.203, 4.876)  0.000
H (5.151, 2.811, 2.141)  -0.002
H (6.461, 2.192, 0.503)  0.000
H (6.283, 2.759, -1.147)  0.000
H (5.615, 3.716, 0.166)  0.000
H (5.469, 0.020, -0.084)  0.000
H (3.909, -0.092, -0.900)  -0.002
H (5.311, 0.530, -1.770)  0.000
H (3.268, 3.596, -1.012)  -0.007
H (4.236, 2.829, -2.286)  0.001
H (2.782, 2.034, -1.695)  -0.010
C (-0.313, 5.939, -5.132)  0.002
C (0.870, 5.613, -4.489)  0.006
C (0.843, 5.092, -3.210)  -0.001
C (-0.362, 4.890, -2.534)  0.140
C (-1.537, 5.256, -3.184)  -0.007
C (-1.517, 5.762, -4.471)  0.005
Si (-0.292, 3.972, -0.890)  0.467
C (0.047, 4.998, 0.628)  0.105
C (1.150, 4.710, 1.438)  0.056
C (1.421, 5.464, 2.561)  -0.018
C (0.591, 6.514, 2.922)  0.040
C (-0.520, 6.800, 2.141)  -0.019
C (-0.785, 6.055, 1.011)  -0.042
H (-0.297, 6.316, -6.145)  0.000
H (1.819, 5.771, -4.984)  -0.001
H (1.773, 4.839, -2.722)  -0.004
H (-2.487, 5.129, -2.688)  0.000
H (-2.445, 6.014, -4.966)  0.000
H (0.628, 2.817, -1.028)  0.135
H (1.817, 3.899, 1.179)  0.024
H (2.299, 5.239, 3.149)  -0.001
H (0.802, 7.095, 3.808)  0.003
H (-1.175, 7.618, 2.408)  0.000
H (-1.639, 6.301, 0.396)  -0.001

Output
LUMO level (spin up / spin down), eV: 0.310 / -0.609
Multiplicity: 5
Orbital gap (spin up / spin down), eV: 7.193 / 7.348
F_max, hartree/bohr: 0.0460
Energy, a.u.: -5778.94441
E_HOMO (spin up / spin down), eV: -6.88 / -7.96
Net charge: 0

---

Below is C40H51FIrN2O6P2S2 as an isolated structure in a non-equilibrium geometry, with properties calculated with ωB97M-V/def2-TZVPD.

Each line ends with the Mulliken spin population.
Atoms and positions in Å:
Ir (-0.026, -0.226, -0.468)  1.134
C (-1.484, 3.529, 1.721)  0.022
C (-0.714, 3.810, 0.434)  0.111
C (-0.155, 5.230, 0.452)  0.017
P (0.478, 2.362, 0.141)  0.144
C (1.930, 3.139, -0.795)  0.008
C (3.188, 3.437, 0.016)  0.002
C (2.236, 2.188, -1.951)  0.001
C (1.014, 2.027, 1.858)  0.038
C (1.595, 2.985, 2.673)  -0.039
C (1.964, 2.731, 3.986)  0.061
C (2.594, 3.808, 4.820)  -0.005
C (1.700, 1.463, 4.498)  -0.031
C (1.105, 0.495, 3.726)  0.063
C (0.739, 0.733, 2.381)  -0.015
N (0.218, -0.241, 1.607)  0.140
C (0.193, -1.566, 2.047)  0.081
C (-0.693, -2.084, 2.984)  0.022
C (-0.727, -3.452, 3.211)  -0.002
C (0.140, -4.312, 2.555)  -0.025
C (0.024, -5.799, 2.668)  -0.003
C (1.082, -3.782, 1.675)  -0.001
C (1.103, -2.432, 1.400)  0.000
P (1.994, -1.576, 0.057)  0.082
C (2.697, -2.870, -1.071)  0.016
C (2.957, -2.199, -2.422)  0.008
C (3.897, -3.680, -0.589)  0.004
C (3.387, -0.726, 1.025)  0.003
C (4.540, -0.257, 0.143)  0.001
C (3.908, -1.535, 2.209)  0.002
H (-2.381, 4.144, 1.770)  0.004
H (-0.867, 3.744, 2.591)  -0.002
H (-1.776, 2.481, 1.752)  -0.009
H (-1.413, 3.740, -0.407)  -0.024
H (0.622, 5.342, 1.202)  0.000
H (-0.964, 5.918, 0.702)  -0.001
H (0.240, 5.527, -0.517)  0.001
H (1.559, 4.073, -1.226)  -0.012
H (4.030, 3.587, -0.660)  0.001
H (3.426, 2.613, 0.683)  0.000
H (3.070, 4.345, 0.603)  -0.001
H (2.475, 1.197, -1.570)  0.011
H (3.071, 2.552, -2.550)  0.000
H (1.368, 2.083, -2.596)  0.010
H (1.774, 3.975, 2.284)  -0.007
H (3.040, 4.570, 4.183)  0.000
H (3.365, 3.405, 5.475)  0.002
H (1.840, 4.288, 5.447)  0.005
H (1.967, 1.234, 5.521)  0.000
H (0.912, -0.481, 4.146)  0.000
H (-1.401, -1.434, 3.476)  0.003
H (-1.466, -3.852, 3.892)  0.000
H (-0.822, -6.090, 3.288)  0.000
H (0.932, -6.241, 3.076)  0.000
H (-0.123, -6.192, 1.662)  0.001
H (1.741, -4.455, 1.152)  0.004
H (1.842, -3.547, -1.212)  -0.008
H (3.796, -1.505, -2.381)  -0.001
H (2.058, -1.667, -2.734)  -0.005
H (3.165, -2.954, -3.178)  0.000
H (4.794, -3.071, -0.515)  0.001
H (4.095, -4.471, -1.311)  -0.001
H (3.715, -4.151, 0.374)  0.000
H (2.906, 0.173, 1.431)  0.001
H (5.101, -1.094, -0.258)  0.000
H (5.228, 0.353, 0.730)  -0.001
H (4.178, 0.346, -0.684)  0.002
H (4.345, -2.477, 1.891)  0.000
H (3.110, -1.744, 2.917)  -0.001
H (4.676, -0.961, 2.728)  -0.001
C (-5.360, 2.946, -5.265)  0.000
C (-4.012, 3.615, -4.981)  -0.002
C (-4.133, 5.102, -4.643)  -0.007
C (-5.018, 5.288, -3.418)  0.018
C (-4.629, 4.325, -2.329)  -0.001
C (-5.100, 4.535, -1.032)  0.230
C (-4.748, 3.652, -0.030)  -0.121
F (-5.266, 3.848, 1.214)  -0.003
C (-3.882, 2.606, -0.247)  0.175
C (-3.348, 2.412, -1.531)  0.033
C (-2.369, 1.358, -1.745)  0.238
O (-2.035, 0.628, -0.768)  0.128
C (-1.856, 1.259, -3.085)  -0.110
C (-2.393, 2.026, -4.069)  0.207
N (-3.360, 2.962, -3.868)  0.064
C (-3.789, 3.238, -2.588)  0.080
C (-0.667, 0.396, -3.504)  -0.036
O (-0.421, 0.331, -4.703)  0.001
O (0.057, -0.127, -2.601)  0.087
H (-5.880, 3.472, -6.063)  -0.002
H (-5.981, 2.944, -4.373)  -0.002
H (-5.199, 1.914, -5.568)  0.002
H (-3.370, 3.492, -5.861)  0.007
H (-4.520, 5.659, -5.497)  0.001
H (-3.128, 5.474, -4.427)  0.005
H (-6.068, 5.139, -3.687)  -0.003
H (-4.929, 6.313, -3.049)  -0.005
H (-5.735, 5.380, -0.816)  0.035
H (-3.592, 1.929, 0.538)  0.038
H (-2.025, 1.917, -5.079)  0.028
O (0.201, -3.438, -2.618)  0.006
S (-0.632, -4.055, -1.608)  -0.007
O (-1.797, -4.767, -2.099)  0.011
O (0.126, -4.794, -0.602)  0.048
S (-1.510, -2.446, -0.518)  1.046

Output
LUMO level (spin up / spin down), eV: 2.186 / 0.332
Multiplicity: 5
Orbital gap (spin up / spin down), eV: 4.196 / 5.535
F_max, hartree/bohr: 0.0607
Energy, a.u.: -3799.12889
E_HOMO (spin up / spin down), eV: -2.01 / -5.20
Net charge: -1

---

Below is C40H52BCsN5O2PSi as an isolated structure in a non-equilibrium geometry, with properties calculated with ωB97M-V/def2-TZVPD.

Each line ends with the Löwdin charge.
Atoms and positions in Å:
Cs (-0.631, -0.280, -0.700)  0.943
B (-4.522, -1.337, -1.977)  -0.433
N (-4.233, -2.213, -0.716)  -0.102
C (-5.124, -2.991, -0.083)  -0.129
C (-4.552, -3.459, 1.085)  -0.101
C (-3.275, -2.887, 1.071)  -0.198
N (-3.090, -2.144, -0.015)  -0.010
N (-3.403, -1.507, -3.041)  -0.098
C (-3.535, -1.888, -4.320)  -0.118
C (-2.318, -1.729, -4.956)  -0.088
C (-1.483, -1.229, -3.949)  -0.213
N (-2.149, -1.094, -2.809)  -0.165
H (-5.554, -1.752, -2.465)  0.060
H (-4.598, -0.175, -1.654)  0.061
H (-6.099, -3.151, -0.511)  0.101
H (-4.988, -4.111, 1.822)  0.070
H (-2.473, -3.000, 1.785)  0.083
H (-4.485, -2.243, -4.682)  0.103
H (-2.071, -1.949, -5.981)  0.075
H (-0.432, -0.974, -3.996)  0.098
C (-0.156, -0.818, 3.084)  -0.114
O (0.072, 0.551, 3.290)  -0.192
C (1.394, 0.872, 3.662)  -0.193
C (2.461, 0.270, 2.751)  -0.205
O (2.201, 0.425, 1.382)  -0.227
C (2.174, 1.776, 0.944)  -0.072
H (0.082, -1.418, 3.976)  0.093
H (0.435, -1.202, 2.246)  0.051
H (-1.216, -0.929, 2.858)  0.086
H (1.603, 0.526, 4.689)  0.128
H (1.432, 1.963, 3.654)  0.082
H (2.547, -0.807, 2.913)  0.089
H (3.431, 0.719, 3.019)  0.131
H (3.075, 2.305, 1.276)  0.100
H (1.292, 2.306, 1.303)  0.073
H (2.163, 1.754, -0.145)  0.068
C (-0.234, -4.164, -2.607)  -0.062
C (0.485, -5.196, -1.789)  -0.267
C (0.198, -6.543, -1.973)  -0.059
C (0.863, -7.535, -1.268)  -0.110
C (1.847, -7.182, -0.361)  -0.108
C (2.145, -5.841, -0.162)  -0.097
C (1.473, -4.835, -0.853)  -0.318
P (1.812, -3.037, -0.637)  1.088
C (2.800, -3.039, 0.927)  -0.312
C (2.067, -3.425, 2.054)  -0.145
C (2.615, -3.445, 3.324)  -0.114
C (3.934, -3.050, 3.494)  -0.113
C (4.662, -2.632, 2.393)  -0.070
C (4.124, -2.607, 1.105)  -0.243
C (4.981, -2.088, -0.015)  -0.037
C (2.844, -2.697, -2.069)  -0.388
C (3.503, -3.710, -2.767)  -0.152
C (4.164, -3.489, -3.959)  -0.154
C (4.121, -2.182, -4.494)  -0.145
C (3.502, -1.160, -3.841)  -0.086
C (2.881, -1.325, -2.546)  -0.385
C (2.411, -0.247, -1.835)  -0.168
H (-0.972, -4.625, -3.263)  0.079
H (0.471, -3.599, -3.220)  0.080
H (-0.756, -3.440, -1.978)  0.055
H (-0.570, -6.815, -2.689)  0.102
H (0.615, -8.577, -1.433)  0.089
H (2.388, -7.942, 0.190)  0.090
H (2.920, -5.574, 0.544)  0.099
H (1.028, -3.714, 1.922)  0.106
H (2.014, -3.754, 4.170)  0.097
H (4.388, -3.050, 4.479)  0.092
H (5.685, -2.296, 2.527)  0.100
H (5.928, -1.724, 0.387)  0.070
H (4.486, -1.266, -0.537)  0.072
H (5.186, -2.856, -0.761)  0.079
H (3.473, -4.720, -2.368)  0.095
H (4.648, -4.300, -4.487)  0.066
H (4.588, -1.982, -5.455)  0.082
H (3.494, -0.167, -4.277)  0.093
H (2.481, 0.753, -2.250)  0.034
H (2.057, -0.345, -0.818)  -0.085
C (-2.483, 5.730, -1.088)  -0.204
Si (-2.522, 3.871, -0.662)  0.314
C (-4.312, 3.555, -0.136)  -0.192
C (-2.290, 2.973, -2.303)  -0.186
N (-1.454, 3.327, 0.501)  -0.059
C (-0.661, 3.932, 1.388)  -0.431
C (0.111, 5.104, 1.129)  -0.068
C (0.955, 5.661, 2.071)  -0.148
C (1.104, 5.107, 3.340)  -0.159
C (0.362, 3.962, 3.628)  -0.164
C (-0.482, 3.392, 2.698)  -0.081
H (-3.276, 5.959, -1.807)  0.010
H (-1.532, 6.026, -1.534)  0.004
H (-2.642, 6.347, -0.200)  0.016
H (-5.027, 3.814, -0.922)  0.012
H (-4.553, 4.140, 0.754)  0.013
H (-4.449, 2.501, 0.110)  0.014
H (-3.101, 3.172, -3.007)  0.022
H (-2.244, 1.898, -2.139)  -0.034
H (-1.347, 3.268, -2.772)  0.021
H (0.041, 5.554, 0.145)  0.079
H (1.520, 6.551, 1.803)  0.081
H (1.772, 5.545, 4.071)  0.068
H (0.446, 3.500, 4.609)  0.092
H (-1.031, 2.488, 2.937)  0.095

Output
LUMO level, eV: 3.722
Multiplicity: 1
Orbital gap, eV: 4.794
F_max, hartree/bohr: 0.0245
Energy above the lowest of the compared OMol25 structures with the same formula, charge and spin, kJ/mol: 98.7
Energy, a.u.: -2655.59637
E_HOMO, eV: -1.07
Net charge: -2

---

> Look up the multiplicity of the first one.

2

---

> net charge of number 1 (C40H51Cl3GeIrN4)?

+2

---

> The highest net charge belongs to which entry?

C40H51Cl3GeIrN4